The following is a quantum chemistry calculation of a structure of composition C5H8N2O at a distorted geometry, from OMol25.

electronic energy = -379.9164 Ha
net charge = 0
orbital gap = 8.99 eV

Structure (XYZ):
```
16
Properties=species:S:1:pos:R:3:lowdin_charge:R:1
C 1.6830 -0.4387 0.6728 0.122
C 0.4203 0.4425 -0.4543 -0.085
C -0.6804 -0.1182 0.0838 -0.379
C 0.8168 1.4024 -1.4875 -0.097
C -2.0931 0.1217 -0.3502 -0.033
N -0.4779 -1.0015 1.1006 0.072
N 0.8027 -1.1103 1.3390 -0.298
O 1.1215 -1.9900 2.3541 0.052
H 2.7414 -0.4320 0.7331 0.078
H 1.6353 1.0096 -2.0890 0.076
H -0.0325 1.5932 -2.1432 0.074
H 1.1373 2.3490 -1.0485 0.077
H -2.4733 -0.7559 -0.8704 0.079
H -2.7217 0.2956 0.5193 0.076
H -2.1479 0.9798 -1.0141 0.069
H 0.2684 -2.3471 2.6545 0.116
```

***

The following is a quantum chemistry calculation of a structure of composition C36H57Cl3CrF6Ge2NO5SSbSi3, from OMol25.

electronic energy = -10522.0772 Ha
net charge = -1
⟨S²⟩ = 3.91
orbital gap (spin up / spin down) = 6.58 / 7.13 eV
2S+1 = 4

Structure (XYZ):
```
116
Properties=species:S:1:pos:R:3:lowdin_charge:R:1
Cr -0.1168 0.1292 0.0150 0.630
C 3.9085 -1.1581 3.5496 -0.166
C 3.0067 -1.2346 2.3161 -0.359
Ge 1.5138 0.0075 2.5582 0.958
C 2.2653 1.8376 2.7319 -0.378
C 2.2637 2.3075 4.1843 -0.170
C 0.7142 -0.3546 4.2864 -0.260
C -0.4884 -0.9120 4.3236 -0.316
Ge -0.9834 -1.3657 2.4547 1.009
C -2.8195 -0.8817 1.8541 -0.333
C -3.8596 -0.7524 2.9644 -0.155
C -0.5776 -3.2898 2.2542 -0.329
C -1.2028 -4.1532 3.3494 -0.165
C -1.1805 -1.2357 5.6005 -0.216
C -0.7129 -0.7453 6.8250 -0.036
C -1.3494 -1.0484 8.0151 -0.089
C -2.4806 -1.8538 8.0245 -0.101
C -2.9604 -2.3473 6.8237 -0.077
C -2.3170 -2.0362 5.6342 -0.072
H 4.7622 -1.8303 3.4435 0.071
H 3.3796 -1.4435 4.4612 0.059
H 4.3088 -0.1525 3.6987 0.058
H 2.6258 -2.2418 2.1606 0.048
H 3.5559 -0.9841 1.4111 0.047
H 1.7481 2.5546 2.1110 0.013
H 3.2906 1.7587 2.3650 0.033
H 1.2470 2.4347 4.5575 0.071
H 2.7685 3.2729 4.2631 0.071
H 2.7801 1.6151 4.8508 0.055
H 1.2615 -0.1104 5.1938 0.051
H -3.1201 -1.6399 1.1359 0.051
H -2.7676 0.0548 1.3008 0.007
H -4.1087 -1.7174 3.4024 0.056
H -4.7869 -0.3440 2.5616 0.047
H -3.5311 -0.0888 3.7648 0.076
H 0.5085 -3.3990 2.2639 0.063
H -0.9131 -3.6318 1.2814 0.045
H -0.8150 -3.9125 4.3396 0.062
H -0.9912 -5.2078 3.1606 0.071
H -2.2891 -4.0507 3.3801 0.060
H 0.1561 -0.1036 6.8566 0.101
H -0.9601 -0.6474 8.9418 0.098
H -2.9798 -2.0897 8.9551 0.096
H -3.8395 -2.9781 6.8027 0.102
H -2.7053 -2.4457 4.7171 0.062
F -2.1367 2.3996 0.6747 -0.047
C -0.9938 1.8348 1.1887 -0.565
F -1.3182 1.6102 2.5183 -0.019
F -0.1360 2.8856 1.2462 0.024
F 0.0114 -2.8630 -0.5276 0.058
C -0.7876 -1.8089 -0.7959 -0.574
F -2.0599 -2.2977 -0.6307 -0.008
F -0.6640 -1.6210 -2.1442 0.000
O 5.2518 -3.1548 -1.1586 -0.309
S 3.8454 -3.4290 -1.2888 0.636
O 3.3979 -4.7615 -0.9864 -0.307
N 2.9694 -2.3282 -0.4606 -0.004
C 2.2648 -1.5752 -1.2538 -0.477
O 1.5279 -0.6056 -0.8829 -0.161
C 2.3923 -1.9023 -2.7166 -0.129
C 1.7545 -1.3240 -3.8010 -0.014
C 2.0426 -1.8242 -5.0642 -0.058
C 2.9405 -2.8743 -5.2358 -0.077
C 3.5735 -3.4566 -4.1441 -0.040
C 3.2735 -2.9479 -2.8985 -0.210
H 1.0637 -0.5034 -3.6668 0.097
H 1.5619 -1.3881 -5.9301 0.104
H 3.1450 -3.2425 -6.2330 0.099
H 4.2674 -4.2762 -4.2661 0.116
Cl 3.0775 2.2022 -0.2776 0.695
C 2.5215 2.3880 -1.9336 -1.463
Cl 3.6590 1.5826 -3.0225 0.643
Cl 2.4518 4.1245 -2.3310 0.608
C 1.0715 1.8362 -2.1621 -0.797
O 0.7370 1.7275 -3.3248 -0.020
O 0.3588 1.6403 -1.1430 -0.218
C -4.3883 3.9517 -0.9410 -0.221
Si -4.7801 2.1156 -1.0995 0.315
C -6.3553 1.9642 -2.1293 -0.224
C -5.2630 1.4831 0.6036 -0.228
Sb -2.7232 0.8471 -1.9991 1.022
Si -2.3848 2.4335 -4.0058 0.342
C -1.5541 1.5046 -5.4200 -0.213
C -4.0398 3.0493 -4.6832 -0.231
C -1.4893 3.9995 -3.4784 -0.201
Si -4.0914 -0.9920 -3.1823 0.315
C -3.0390 -2.3443 -3.9576 -0.221
C -5.1726 -0.3809 -4.6032 -0.227
C -5.1989 -1.7938 -1.8826 -0.219
H -5.1969 4.4244 -0.3754 0.030
H -4.3233 4.4535 -1.9053 0.010
H -3.4589 4.1214 -0.4007 0.017
H -7.1225 2.5760 -1.6458 0.031
H -6.7243 0.9393 -2.1553 0.015
H -6.2446 2.3156 -3.1528 0.002
H -6.1378 2.0487 0.9386 0.035
H -4.4734 1.6136 1.3391 0.015
H -5.5438 0.4298 0.5721 0.016
H -1.9710 1.8298 -6.3761 0.026
H -0.4796 1.6764 -5.4144 0.015
H -1.7194 0.4293 -5.3330 0.007
H -4.6934 2.2591 -5.0442 0.001
H -3.7938 3.6914 -5.5350 0.031
H -4.5902 3.6588 -3.9692 0.003
H -0.4101 3.8761 -3.4654 -0.002
H -1.8149 4.3127 -2.4850 0.022
H -1.7463 4.8013 -4.1764 0.031
H -2.2709 -1.9473 -4.6220 0.019
H -3.7087 -2.9688 -4.5571 0.029
H -2.5500 -2.9737 -3.2201 0.016
H -4.5578 0.0023 -5.4186 0.020
H -5.8931 0.3835 -4.3225 -0.001
H -5.7250 -1.2423 -4.9893 0.029
H -4.5963 -2.3943 -1.2005 0.017
H -5.9255 -2.4535 -2.3635 0.029
H -5.7491 -1.0631 -1.2908 -0.003
```

***

The following is a quantum chemistry calculation of a structure of composition C46H50BrN2ORbSi, from OMol25.

electronic energy = -4855.1943 Ha
net charge = -2
orbital gap = 4.57 eV

Structure (XYZ):
```
102
Properties=species:S:1:pos:R:3:lowdin_charge:R:1
Rb -0.8951 -0.3698 0.6350 0.491
Br -2.8107 -2.8330 1.8598 0.660
C -2.9085 -2.5542 3.7725 -0.579
C -3.3782 -3.6027 4.5173 -0.168
C -3.5213 -3.4523 5.9031 -0.121
C -3.1994 -2.2598 6.4846 -0.073
C -2.7112 -1.1802 5.7211 -0.198
C -2.3800 0.0434 6.3263 -0.091
C -1.9393 1.0854 5.5530 -0.124
C -1.8185 0.9383 4.1659 -0.184
C -2.0819 -0.2363 3.4612 -0.165
C -2.5458 -1.3012 4.3009 -0.278
H -3.6446 -4.5409 4.0523 0.081
H -3.8860 -4.2814 6.4988 0.088
H -3.3240 -2.1179 7.5532 0.096
H -2.4887 0.1428 7.4031 0.091
H -1.6746 2.0306 6.0271 0.087
H -1.4981 1.8205 3.6141 0.058
C 4.2776 -3.6168 -3.0764 -0.133
C 2.9787 -3.9352 -2.7101 -0.121
C 2.4366 -3.4086 -1.5547 -0.138
C 3.1555 -2.5643 -0.7105 -0.322
C 4.4734 -2.2994 -1.0779 -0.110
C 5.0266 -2.8060 -2.2406 -0.114
Si 2.1873 -1.6684 0.7011 0.679
C 3.5299 -0.4919 1.3833 -0.319
C 4.1275 0.4373 0.5317 -0.145
C 5.0516 1.3555 0.9900 -0.114
C 5.3770 1.4078 2.3375 -0.133
C 4.7601 0.5277 3.2103 -0.116
C 3.8572 -0.4054 2.7344 -0.101
C 2.1748 -3.0279 2.0739 -0.318
C 2.8154 -4.2619 1.9874 -0.106
C 2.6624 -5.2340 2.9618 -0.122
C 1.8565 -4.9992 4.0633 -0.128
C 1.2219 -3.7720 4.1832 -0.101
C 1.3823 -2.8142 3.2013 -0.138
H 4.7001 -4.0028 -3.9979 0.083
H 2.3849 -4.5839 -3.3443 0.088
H 1.4092 -3.6410 -1.2959 0.089
H 5.0822 -1.6678 -0.4443 0.086
H 6.0513 -2.5659 -2.5045 0.088
H 3.8495 0.4452 -0.5132 0.103
H 5.5191 2.0494 0.3018 0.091
H 6.0870 2.1408 2.7090 0.083
H 5.0070 0.5694 4.2655 0.088
H 3.3824 -1.0790 3.4346 0.085
H 3.4421 -4.4690 1.1282 0.089
H 3.1772 -6.1853 2.8679 0.085
H 1.7248 -5.7621 4.8230 0.084
H 0.5883 -3.5709 5.0392 0.097
H 0.8637 -1.8671 3.3051 0.091
O -3.5985 0.4030 -0.7107 0.041
C -4.0037 1.0879 -1.6178 -0.489
C -3.1535 1.6380 -2.7313 -0.084
C -3.6332 0.9524 -4.0326 -0.169
C -4.2697 -0.4363 -3.8237 -0.189
C -5.7723 -0.4401 -3.4910 -0.188
C -6.0875 0.0539 -2.0695 -0.200
N -5.3796 1.2923 -1.8090 0.046
H -2.1047 1.4113 -2.5319 0.101
H -3.2536 2.7206 -2.8112 0.124
H -2.7629 0.8347 -4.6786 0.106
H -4.3491 1.5871 -4.5660 0.103
H -3.7271 -0.9675 -3.0395 0.120
H -4.1445 -1.0062 -4.7488 0.106
H -6.1546 -1.4578 -3.6003 0.102
H -6.3001 0.1873 -4.2171 0.103
H -5.7473 -0.6721 -1.3290 0.121
H -7.1648 0.2101 -1.9455 0.109
H -5.5681 1.9741 -2.5354 0.118
C 1.5135 4.6802 -5.0941 -0.080
C 1.1252 3.4471 -4.3139 -0.331
C 1.0651 2.2209 -4.9647 -0.090
C 0.7340 1.0822 -4.2263 -0.321
C 0.6978 -0.2637 -4.9042 -0.064
C 0.4629 1.1862 -2.8880 -0.044
C 0.4986 2.4207 -2.1582 -0.329
C 0.8405 3.5523 -2.9690 -0.020
N 0.2075 2.3198 -0.8797 0.031
C 0.1211 3.3379 0.1262 -0.644
C 0.7684 2.7541 1.4012 -0.062
C -1.3735 3.5888 0.4248 -0.051
C 0.7929 4.7125 -0.0963 -0.071
H 1.4763 4.4792 -6.1651 0.057
H 2.5285 4.9967 -4.8434 0.069
H 0.8431 5.5095 -4.8659 0.064
H 1.2897 2.1471 -6.0226 0.081
H 0.6930 -0.1506 -5.9893 0.060
H -0.1872 -0.8256 -4.6046 0.063
H 1.5732 -0.8505 -4.6228 0.073
H 0.2378 0.2881 -2.3212 0.091
H 0.9125 4.5390 -2.5390 0.067
H 0.3184 1.7927 1.6403 0.013
H 0.6317 3.4277 2.2464 0.073
H 1.8326 2.5998 1.2358 0.078
H -1.8524 2.6415 0.6649 0.058
H -1.8660 4.0068 -0.4520 0.070
H -1.4964 4.2756 1.2615 0.071
H 1.8225 4.5739 -0.4144 0.079
H 0.7937 5.2682 0.8425 0.067
H 0.2544 5.3047 -0.8325 0.058
```

***

Energy above the lowest of the compared OMol25 structures with the same formula, charge and spin values (in eV) by entry order: 4.675; 0.222; 0.326.